# 1
DFT (ωB97M-V/def2-TZVPD) results for a structure of composition C22H21BLuN11.

Geometry as XYZ:
```
56
Properties=species:S:1:pos:R:3
Lu 12.01532 12.03380 5.33825
C 12.39751 12.39319 9.77471
C 11.86455 11.70294 8.69258
N 12.47788 12.13638 7.51487
N 13.42195 13.11600 7.89338
C 13.38971 13.26431 9.23762
B 14.18206 14.03530 6.86789
N 13.00296 14.82463 6.14471
C 12.99294 16.18596 5.89178
C 12.05998 16.43085 4.85334
C 11.49193 15.17816 4.49813
N 12.10116 14.20566 5.23482
N 14.87670 12.97817 5.91155
C 16.17704 12.95242 5.58052
C 16.37953 12.08916 4.46431
C 15.12518 11.54458 4.18720
N 14.16306 12.15068 4.98675
N 15.21606 14.89500 7.56827
C 16.30126 15.63891 7.05428
C 16.41564 16.87331 7.70306
C 15.45430 16.81452 8.72916
N 14.70734 15.66884 8.70313
H 12.11899 12.30627 10.81262
H 11.13567 10.93732 8.72345
H 14.05798 13.94391 9.75697
H 13.57155 16.90314 6.48592
H 11.80416 17.41985 4.47619
H 10.72523 14.97487 3.77589
H 16.90068 13.58260 6.08694
H 17.28874 11.86642 3.91494
H 14.86894 10.80021 3.44962
H 16.84120 15.27638 6.20661
H 17.04589 17.72549 7.50225
H 15.31724 17.60176 9.49495
N 9.67521 9.63395 4.29677
C 9.12821 10.83947 4.70969
C 7.79639 11.13788 4.32769
C 7.15664 12.18456 4.93776
C 7.79633 13.00191 5.87427
C 9.09853 12.65627 6.20064
N 9.75910 11.66266 5.55848
C 10.87376 9.02611 4.75716
C 11.08615 7.65364 4.43258
C 12.25795 7.06681 4.83562
C 13.16384 7.77034 5.62773
C 12.84310 9.05882 5.93767
N 11.78824 9.72012 5.39759
H 9.09084 9.03830 3.72795
H 7.33906 10.54187 3.57662
H 6.10341 12.38418 4.68614
H 7.34037 13.87117 6.37974
H 9.66748 13.31379 6.89083
H 10.35016 7.16982 3.79211
H 12.51037 5.99872 4.65521
H 14.11313 7.38638 5.99716
H 13.45834 9.60388 6.63100
```

Output
2S+1: 2
HOMO (spin up / spin down) (eV): -15.999 / -15.999
Relative energy (zero: lowest compared OMol25 entry of this formula, charge and spin) (kJ/mol): 183.3
<S²>: 0.7932
Total charge: +3

***

# 2
DFT (ωB97M-V/def2-TZVPD) results for a structure of composition C22H21Br9N4O8.

Geometry as XYZ:
```
64
Properties=species:S:1:pos:R:3
C 20.38590 6.83557 -13.13359
N 21.02904 7.85189 -12.20750
O 20.46346 8.14803 -11.14514
O 22.09970 8.34936 -12.59582
H 20.94565 6.90430 -14.06636
H 19.33226 7.06173 -13.29732
H 20.52438 5.85670 -12.67452
C 21.79111 15.07068 -12.49200
C 21.63336 14.59050 -13.74252
C 20.77078 15.25148 -14.59735
C 20.09773 16.39131 -14.22665
C 20.36403 16.93066 -12.97777
C 21.10472 16.21041 -12.05732
N 19.05785 16.97214 -15.13109
O 18.43610 17.94525 -14.75576
O 18.92572 16.40652 -16.24489
H 22.38488 14.60262 -11.72080
H 22.06619 13.66273 -14.08647
H 20.72726 14.85379 -15.60052
H 19.99417 17.92337 -12.76769
H 21.20924 16.56922 -11.04405
C 15.34779 8.26190 -13.78703
C 13.94630 8.43059 -13.52412
C 13.06204 7.48277 -14.09362
C 13.56413 6.39712 -14.88229
C 14.95641 6.26306 -15.02916
C 15.87800 7.14245 -14.42578
N 12.59206 5.45917 -15.48821
O 13.08549 4.60071 -16.25323
O 11.45338 5.47255 -15.21302
H 16.01601 8.90625 -13.23504
H 13.59623 9.15255 -12.80119
H 12.06492 7.54221 -13.68299
H 15.32399 5.35746 -15.48871
H 16.92831 7.05021 -14.65976
C 19.90404 15.60277 -8.00169
C 20.48009 16.33731 -7.02821
C 19.66308 17.07464 -6.17629
C 18.27841 17.14951 -6.37834
C 17.74577 16.44142 -7.44864
C 18.54181 15.55617 -8.21086
N 17.50941 18.12129 -5.56605
O 16.29468 18.32069 -5.84494
O 18.12155 18.73810 -4.70991
H 20.60097 15.03453 -8.59985
H 21.54655 16.36697 -6.86031
H 20.13289 17.51146 -5.30745
H 16.69374 16.53271 -7.67514
H 18.13962 15.03193 -9.06515
C 14.80143 12.01107 -10.70339
Br 15.77553 12.88621 -9.24350
Br 13.89761 13.21577 -11.84167
Br 13.61127 10.54940 -10.16433
H 15.65079 11.59885 -11.24815
C 17.36299 12.62219 -14.63996
Br 16.71601 14.28679 -13.85170
Br 18.29119 12.83447 -16.38682
Br 15.67503 11.47715 -14.81078
H 18.08003 12.32997 -13.87278
C 19.72875 11.36078 -11.71749
Br 18.12424 10.18425 -12.04029
Br 19.06313 13.12580 -11.05598
Br 20.93852 11.42335 -13.30863
H 20.28952 10.80196 -10.96825
```

Output
HOMO (eV): -10.121
Relative energy (zero: lowest compared OMol25 entry of this formula, charge and spin) (kJ/mol): 35.1
Total charge: 0

***

# 3
DFT (ωB97M-V/def2-TZVPD) results for a structure of composition C22H21ClF4N3OsS.

Geometry as XYZ:
```
53
Properties=species:S:1:pos:R:3
Os 1.27667 -0.21160 -0.43261
C 0.17917 2.60805 -1.66455
C -0.94849 2.02685 -0.83058
N -0.94899 0.55095 -0.76141
C -1.82770 0.08863 0.35329
C -1.14202 -0.60200 1.52059
C -1.38583 -0.01630 -2.05234
C -0.81831 -1.39830 -2.26472
N 0.62714 -1.26265 -2.20860
C 1.40486 -2.18670 -2.83264
C 2.76425 -1.90570 -3.07085
F 3.26291 -0.70935 -2.68881
C 3.61857 -2.79034 -3.68376
F 4.89974 -2.41094 -3.86803
C 3.20299 -4.03257 -4.13174
C 1.87900 -4.33327 -3.90554
F 1.39516 -5.53779 -4.28078
C 1.01083 -3.46062 -3.27989
F -0.24403 -3.91734 -3.04286
H 0.28951 3.67018 -1.43960
H 0.00899 2.50358 -2.73651
H 1.13944 2.14129 -1.42528
H -1.92043 2.35122 -1.23216
H -0.87699 2.39777 0.18678
H -2.55496 -0.61061 -0.06513
H -2.39902 0.95214 0.71183
H -0.63177 -1.49655 1.15197
H -1.92789 -0.94863 2.20003
H 0.32975 -0.43955 3.04016
H -1.00737 0.62433 -2.84858
H -2.48293 -0.02414 -2.11394
H -1.16481 -1.75016 -3.24066
H -1.21816 -2.09722 -1.51645
H 3.87564 -4.72664 -4.61186
S 2.35549 1.57590 1.70829
Cl 1.93244 -3.25668 0.29078
C 2.59539 -1.54400 0.43552
H 3.56674 -1.55251 -0.06336
H 2.73778 -1.37830 1.49816
N -3.59096 5.02619 5.86918
C -2.99386 4.23808 5.28279
C -2.24036 3.24310 4.54271
C -2.40769 1.89268 4.83064
C -1.68845 0.95233 4.11428
C -0.81141 1.32313 3.09380
C -0.63096 2.67915 2.84648
C -1.34210 3.63584 3.56097
C -0.10892 0.24265 2.28494
C 0.94523 0.71519 1.32785
H -3.09373 1.59019 5.61103
H -1.81175 -0.10017 4.34546
H 0.11259 2.98151 2.12043
H -1.19042 4.68971 3.36528
```

Output
2S+1: 5
HOMO (spin up / spin down) (eV): -2.452 / -4.167
Relative energy (zero: lowest compared OMol25 entry of this formula, charge and spin) (kJ/mol): 39.3
<S²>: 6.0220
Total charge: -1

***

# 4
DFT (ωB97M-V/def2-TZVPD) results for a structure of composition C22H21CuF6N6OSSe2.

Geometry as XYZ:
```
60
Properties=species:S:1:pos:R:3
Cu 0.00875 0.49979 0.39236
C 4.12149 -0.28147 2.14618
C 2.91587 0.11519 1.34690
N 1.82120 0.56660 1.82516
N 1.70350 0.75833 3.16330
C 0.68828 1.53905 3.66290
N 0.73229 1.68640 4.99899
S -0.47427 2.22553 2.70851
C 2.94166 -0.00125 -0.13279
C 4.11316 -0.25740 -0.81708
C 4.08073 -0.35078 -2.20172
C 2.87363 -0.19702 -2.85227
C 1.74269 0.06268 -2.09292
N 1.77474 0.16971 -0.76816
H 3.86384 -0.60133 3.15408
H 4.62040 -1.12581 1.67468
H 4.83711 0.54110 2.21433
H 2.48249 0.52680 3.76095
H 1.50845 1.38346 5.56288
H 0.05983 2.31000 5.41173
H 5.04718 -0.37604 -0.28775
H 4.98876 -0.54608 -2.75614
H 2.79505 -0.26893 -3.92760
H 0.78251 0.18931 -2.56581
Se 0.20099 -4.24355 -0.03585
Se 0.87609 -2.55317 1.36902
C -0.83897 -1.89238 1.94159
C -1.63086 -2.64330 2.78898
C -2.89207 -2.16589 3.11403
C -3.30710 -0.95823 2.58409
C -2.44382 -0.24961 1.76988
N -1.22335 -0.70430 1.45366
C -0.43791 -3.24044 -1.54443
C -0.64653 -3.95132 -2.72320
C -1.22960 -3.28437 -3.78240
C -1.58005 -1.94997 -3.62944
C -1.30901 -1.33407 -2.42257
N -0.73204 -1.96289 -1.38858
H -1.26783 -3.58924 3.16408
H -3.53762 -2.73618 3.76919
H -4.28568 -0.55598 2.80354
H -2.70344 0.70545 1.33719
H -0.35921 -4.99191 -2.80005
H -1.41162 -3.79979 -4.71669
H -2.05596 -1.39981 -4.42961
H -1.56103 -0.29636 -2.24694
C -2.99394 2.18725 -2.06155
C -1.74118 2.41216 -1.20739
O -1.47172 1.29055 -0.46098
C -0.57259 2.79912 -2.13505
F 0.60848 2.74927 -1.48857
F -0.48035 1.92585 -3.16577
F -0.70156 4.01149 -2.66482
C -2.02312 3.60385 -0.24807
F -0.90790 4.08351 0.31503
F -2.82879 3.17923 0.74371
F -2.63999 4.62594 -0.84638
H -2.80943 1.38729 -2.77308
H -3.28572 3.08483 -2.60349
H -3.80489 1.88914 -1.39975
```

Output
2S+1: 2
HOMO (spin up / spin down) (eV): -11.121 / -11.118
<S²>: 0.7525
Total charge: +1

***

# 5
DFT (ωB97M-V/def2-TZVPD) results for a cluster of 2 separate species, C22H21F3O5 in total.

Geometry as XYZ:
```
51
Properties=species:S:1:pos:R:3
C 5.30890 -2.40366 -2.08828
C 3.88119 -2.86234 -2.03492
O 3.09146 -1.62752 -1.99847
C 1.81160 -1.77501 -1.62268
C 1.12639 -0.43462 -1.56037
C 1.86429 0.80328 -1.59876
C 1.13112 2.05424 -1.99720
O 3.07395 0.87691 -1.35163
C -0.32155 -0.44948 -1.56520
O -1.07528 0.50552 -1.34425
O -0.81511 -1.65031 -1.85804
C -2.26972 -1.74359 -1.94805
C -2.44535 -3.22362 -2.06100
O 1.31843 -2.86175 -1.36138
H 5.98378 -3.26110 -2.09242
H 5.48894 -1.80522 -2.98592
H 5.52307 -1.78361 -1.21240
H 3.60400 -3.42886 -2.93353
H 3.69350 -3.47074 -1.14074
H 0.05019 1.87600 -2.03894
H 1.31824 2.86361 -1.28027
H 1.51299 2.37581 -2.97585
H -2.75095 -1.33166 -1.05171
H -2.60597 -1.21195 -2.84650
H -3.50019 -3.49852 -2.08748
H -1.95199 -3.58643 -2.96720
H -1.95677 -3.71116 -1.21147
F -4.27023 4.03479 0.91361
C -2.90035 3.89588 0.88887
C -2.13862 4.94768 0.38400
C -0.75345 4.76497 0.40451
F 0.03383 5.78279 -0.08907
C -0.14930 3.62774 0.90424
C -0.94015 2.52100 1.36605
C -0.26328 1.32740 1.74030
C -0.69936 0.26855 2.59054
C 0.29059 -0.59734 3.15652
C -0.05554 -1.69217 3.93024
C -1.40211 -2.01024 4.18520
C -2.36125 -1.14049 3.67908
F -3.68285 -1.39242 3.96823
C -2.05512 -0.00951 2.94352
C -2.35220 2.72890 1.39723
H -2.59889 5.86487 0.02948
H 0.93438 3.54299 0.93714
H 0.77304 1.25148 1.38978
H 1.33378 -0.35934 2.95979
H 0.72089 -2.31996 4.36404
H -1.69528 -2.86322 4.79125
H -2.85158 0.63338 2.61629
H -3.00610 1.95803 1.76384
```

Output
HOMO (eV): -6.901
Relative energy (zero: lowest compared OMol25 entry of this formula, charge and spin) (kJ/mol): 304.6
Total charge: 0

***

Number 1: largest force on an atom 3.17 eV/A. Number 2: largest force on an atom 4.67 eV/A. Number 3: largest force on an atom 0.59 eV/A. Number 4: largest force on an atom 0.77 eV/A. Number 5: largest force on an atom 1.66 eV/A.